14
Properties=species:S:1:pos:R:3 method="wB97M-V/def2-TZVPD" energy_ev=-9954.24959
C -0.43 -2.14 -0.32
C -0.03 -0.35 1.26
C -0.97 0.36 -0.70
C 1.13 1.18 -0.40
N 0.01 -1.74 0.72
N -0.08 0.67 0.25
F -2.31 0.55 -0.38
H -0.86 -3.02 -0.89
H -0.89 -0.35 1.85
H 0.76 -0.31 2.02
H -0.70 0.81 -1.57
H 1.64 0.63 -1.29
H 0.84 2.12 -0.86
H 1.91 1.60 0.32

116
Properties=species:S:1:pos:R:3 method="wB97M-V/def2-TZVPD" energy_ev=-85950.62599 charge=-1
O 2.88 1.44 -0.77
C 1.76 1.10 -0.52
O 1.33 -0.10 -0.28
B 0.01 -0.05 0.40
O -0.48 1.30 0.00
C 0.52 2.06 -0.37
O 0.51 3.24 -0.49
O 0.08 -0.16 1.85
C -0.39 -1.35 2.21
O -0.40 -1.85 3.28
C -0.87 -2.07 0.95
O -0.78 -1.21 -0.05
O -1.35 -3.16 0.92
O 4.12 -1.39 -0.30
H 3.47 -0.75 -0.62
H 4.47 -1.80 -1.09
C -3.40 1.21 1.63
C -4.28 0.46 0.66
O -4.83 -0.69 1.27
O -4.05 1.57 2.83
H -2.92 2.06 1.12
H -2.56 0.54 1.87
H -3.61 0.16 -0.17
H -5.08 1.09 0.27
H -5.75 -0.78 1.05
H -3.36 1.91 3.43
C -1.83 2.95 -4.28
C -0.54 3.62 -3.77
O -0.15 4.67 -4.63
O -1.55 2.18 -5.43
H -2.56 3.68 -4.61
H -2.22 2.35 -3.44
H 0.21 2.83 -3.68
H -0.64 4.02 -2.75
H 0.68 4.44 -5.06
H -0.86 1.54 -5.26
C -1.69 -4.61 4.59
C -0.47 -5.45 4.20
O 0.51 -5.50 5.27
O -2.67 -5.49 5.18
H -2.12 -4.14 3.71
H -1.51 -3.78 5.26
H 0.00 -5.02 3.32
H -0.73 -6.48 3.96
H 0.13 -6.12 5.90
H -2.24 -6.06 5.82
C 5.23 1.34 -3.21
C 6.24 1.04 -2.12
O 7.22 2.04 -2.05
O 4.56 2.57 -2.93
H 4.45 0.58 -3.31
H 5.78 1.34 -4.15
H 6.68 0.04 -2.28
H 5.82 0.79 -1.13
H 6.79 2.88 -1.89
H 4.00 2.37 -2.17
C 2.94 4.48 1.34
C 4.20 4.11 0.60
O 4.95 5.25 0.19
O 3.28 5.15 2.55
H 2.39 3.56 1.56
H 2.35 5.14 0.71
H 3.89 3.59 -0.30
H 4.88 3.43 1.12
H 5.20 5.79 0.94
H 2.51 5.22 3.11
C -0.26 1.51 4.76
C -0.65 2.50 3.69
O -1.94 2.98 3.97
O -0.18 2.03 6.09
H 0.71 1.05 4.54
H -0.86 0.59 4.69
H -0.61 1.97 2.73
H 0.10 3.30 3.61
H -2.18 3.66 3.32
H 0.76 2.04 6.28
C 1.38 -4.69 -1.12
C 0.91 -5.33 0.17
O 1.63 -6.53 0.41
O 0.81 -5.33 -2.29
H 2.46 -4.80 -1.19
H 1.20 -3.61 -1.10
H -0.16 -5.57 0.21
H 1.04 -4.63 0.99
H 1.47 -7.15 -0.31
H 1.51 -5.33 -2.95
C -0.98 5.65 1.49
C -1.55 5.43 0.10
O -2.50 6.42 -0.29
O -1.97 5.39 2.49
H -0.63 6.69 1.55
H -0.10 5.05 1.68
H -1.95 4.41 0.09
H -0.77 5.43 -0.66
H -3.02 6.63 0.49
H -2.63 6.08 2.51
C -1.78 -1.61 -3.29
C -0.35 -2.02 -3.45
O -0.05 -2.31 -4.82
O -2.05 -0.37 -3.96
H -2.14 -1.61 -2.26
H -2.50 -2.29 -3.78
H -0.07 -2.89 -2.85
H 0.36 -1.23 -3.17
H -0.48 -1.65 -5.38
H -2.87 -0.01 -3.62
C -2.59 -6.02 -1.58
C -3.12 -4.61 -1.59
O -4.08 -4.41 -2.61
O -1.78 -6.24 -2.76
H -3.32 -6.83 -1.59
H -1.90 -6.22 -0.75
H -2.33 -3.86 -1.73
H -3.52 -4.27 -0.64
H -3.72 -4.69 -3.46
H -0.92 -5.83 -2.56

10
Properties=species:S:1:pos:R:3 method="wB97M-V/def2-TZVPD" energy_ev=-12130.49279 smiles="O=CCN=C(F)F"
O 1.28 1.20 1.54
C 0.18 0.91 1.17
C -0.42 -0.49 0.86
N 0.27 -0.86 -0.41
C 0.29 -0.41 -1.52
F -0.06 0.78 -1.98
F 0.80 -1.10 -2.50
H -0.57 1.70 0.75
H -1.50 -0.36 0.63
H -0.26 -1.37 1.46